P:
22
Properties=species:S:1:pos:R:3 method="wB97M-V/def2-TZVPD" smiles=Cc1ccc2nc(N)ccc2c1 homo_lumo_gap_ev=8.69
C -4.015 0.370 0.113
C -2.566 0.090 0.038
C -2.073 -1.323 0.106
C -0.732 -1.559 -0.069
C 0.329 -0.599 -0.205
N 1.572 -1.108 -0.186
C 2.476 -0.139 -0.020
N 3.786 -0.551 0.277
C 2.182 1.281 0.114
C 0.890 1.781 -0.077
C -0.122 0.668 -0.152
C -1.552 1.014 -0.025
H -4.498 -0.280 -0.715
H -4.464 0.061 1.055
H -4.242 1.473 -0.373
H -2.937 -2.109 0.325
H -0.281 -2.602 0.146
H 4.626 0.132 0.133
H 3.830 -1.386 -0.366
H 3.038 2.031 0.168
H 0.548 2.811 -0.154
H -2.031 1.971 0.212

***

Q:
22
Properties=species:S:1:pos:R:3 method="wB97M-V/def2-TZVPD" smiles=c1ccncc1.c1ccncc1 homo_lumo_gap_ev=10.03
C -4.455 1.255 -0.005
C -5.309 0.356 -0.569
C -4.934 -1.012 -0.321
N -3.734 -1.266 0.160
C -2.854 -0.367 0.558
C -3.268 0.879 0.569
H -4.801 2.260 -0.014
H -6.357 0.613 -0.898
H -5.600 -1.774 -0.707
H -1.828 -0.579 0.944
H -2.585 1.679 1.055
C 3.774 1.313 -0.135
C 5.081 0.977 -0.125
C 5.392 -0.405 0.126
N 4.426 -1.348 0.093
C 3.159 -0.987 -0.150
C 2.799 0.338 -0.139
H 3.418 2.330 -0.273
H 5.925 1.596 -0.257
H 6.460 -0.771 0.106
H 2.438 -1.776 -0.384
H 1.781 0.641 -0.199

***

R:
22
Properties=species:S:1:pos:R:3 method="wB97M-V/def2-TZVPD" smiles=c1ccncc1.c1ccncc1 homo_lumo_gap_ev=10.30
C 0.702 2.135 2.639
C -0.574 2.327 2.244
C -0.846 2.865 0.984
N 0.124 3.248 0.089
C 1.369 2.877 0.306
C 1.725 2.387 1.638
H 0.824 1.766 3.669
H -1.426 2.212 2.883
H -1.849 3.275 0.785
H 2.184 3.151 -0.280
H 2.772 2.202 1.719
C -0.066 -1.882 -0.643
C -0.528 -1.285 -1.762
C -0.840 -2.152 -2.801
N -0.884 -3.453 -2.762
C -0.599 -4.010 -1.590
C -0.220 -3.284 -0.523
H 0.606 -1.323 0.222
H -0.865 -0.260 -1.852
H -1.114 -1.858 -3.788
H -0.808 -5.138 -1.502
H 0.315 -3.802 0.325

***

Going by the energies, P is most stable and the next is 0.181 eV up.

***

P:
64
Properties=species:S:1:pos:R:3 method="wB97M-V/def2-TZVPD" spin_multiplicity=3 charge=-1 homo_lumo_gap_ev="5.57 / 5.73"
Mo -0.672 -0.085 -0.485
C -0.893 0.675 2.634
N -1.062 1.037 1.227
C -1.465 2.281 1.049
C -1.601 2.704 -0.263
C -1.910 3.894 -0.945
C -1.836 3.585 -2.296
C -1.495 2.237 -2.397
N -1.330 1.714 -1.178
C -2.224 0.705 3.345
C -3.187 -0.247 3.033
C -4.444 -0.190 3.602
C -4.758 0.821 4.493
C -3.801 1.764 4.824
C -2.538 1.705 4.257
H -0.194 1.383 3.100
H -0.463 -0.331 2.699
H -1.661 2.929 1.897
H -2.152 4.842 -0.500
H -1.990 4.267 -3.111
H -1.373 1.645 -3.286
H -2.950 -1.033 2.335
H -5.179 -0.937 3.342
H -5.746 0.876 4.929
H -4.039 2.558 5.517
H -1.794 2.445 4.524
S -0.970 -2.044 1.085
S -2.190 -3.284 0.025
S -3.848 -2.068 -0.171
S -3.080 -0.358 -1.001
N 1.991 -2.397 -2.851
C 1.124 -1.649 -3.777
C 1.297 -2.116 -5.197
P 1.418 0.169 -3.517
O 3.056 0.040 -3.251
O 1.185 1.009 -4.701
O 0.772 0.521 -2.209
P -0.616 -1.723 -3.180
O -1.047 -3.221 -3.654
O -1.513 -0.725 -3.773
O -0.438 -1.791 -1.677
H 2.952 -2.059 -2.969
H 1.911 -3.403 -3.013
H 1.761 -2.263 -1.721
H 2.328 -1.992 -5.533
H 0.649 -1.512 -5.827
H 0.997 -3.160 -5.293
H 3.399 0.918 -3.407
H -1.984 -3.181 -3.837
O 1.998 -2.344 -0.315
C 2.080 -1.290 0.371
N 1.266 -0.220 0.242
C 1.817 0.869 0.895
O 1.391 2.007 0.808
C 2.984 0.387 1.658
C 3.834 1.001 2.556
C 4.821 0.227 3.154
C 4.965 -1.124 2.835
C 4.133 -1.737 1.914
C 3.127 -0.978 1.338
H 3.723 2.052 2.781
H 5.483 0.676 3.883
H 5.739 -1.703 3.319
H 4.244 -2.780 1.665

***

Q:
64
Properties=species:S:1:pos:R:3 method="wB97M-V/def2-TZVPD" spin_multiplicity=3 charge=-1 homo_lumo_gap_ev="5.54 / 5.39"
Mo 1.224 -1.090 0.538
C -1.739 -2.016 -0.049
N -0.635 -2.112 0.891
C -0.811 -2.779 1.993
C 0.271 -2.838 2.866
C 0.499 -3.311 4.164
C 1.783 -2.897 4.495
C 2.287 -2.190 3.390
N 1.386 -2.167 2.404
C -2.075 -3.293 -0.791
C -1.247 -4.409 -0.789
C -1.567 -5.522 -1.557
C -2.716 -5.537 -2.332
C -3.553 -4.428 -2.334
C -3.233 -3.318 -1.567
H -1.490 -1.251 -0.783
H -2.631 -1.661 0.477
H -1.767 -3.253 2.206
H -0.195 -3.870 4.771
H 2.306 -3.064 5.422
H 3.236 -1.692 3.284
H -0.327 -4.391 -0.222
H -0.896 -6.371 -1.564
H -2.955 -6.403 -2.936
H -4.455 -4.427 -2.934
H -3.885 -2.450 -1.575
S 3.497 -1.935 0.533
S 4.771 -0.418 -0.087
S 4.969 0.937 1.456
S 3.652 2.446 1.186
N 1.312 -0.491 -4.665
C 1.762 -0.905 -3.282
C 3.249 -1.232 -3.337
P 0.840 -2.377 -2.727
O -0.628 -1.934 -3.285
O 1.301 -3.598 -3.415
O 0.847 -2.287 -1.222
P 1.507 0.635 -2.292
O -0.074 0.871 -2.303
O 2.184 1.656 -3.123
O 1.907 0.267 -0.880
H 1.699 -1.111 -5.375
H 1.647 0.482 -4.772
H 0.288 -0.516 -4.699
H 3.422 -2.082 -4.002
H 3.582 -1.519 -2.340
H 3.826 -0.359 -3.644
H -1.280 -2.643 -3.203
H -0.409 0.873 -1.375
O -0.454 0.630 0.355
C 0.234 1.225 1.252
N 1.219 0.548 1.818
C 1.872 1.353 2.814
O 2.536 0.911 3.720
C 1.178 2.685 2.721
C 1.368 3.849 3.442
C 0.533 4.922 3.164
C -0.476 4.835 2.200
C -0.681 3.657 1.497
C 0.153 2.589 1.782
H 2.162 3.917 4.173
H 0.669 5.854 3.699
H -1.102 5.696 2.004
H -1.461 3.573 0.751

***

Going by the energies, P is most stable and the next is 0.132 eV up.

***

P:
18
Properties=species:S:1:pos:R:3 method="wB97M-V/def2-TZVPD" charge=-1 homo_lumo_gap_ev=6.54
C 1.840 -0.480 1.441
O 3.069 0.225 1.607
C 1.338 -0.427 -0.034
C -0.161 -0.216 -0.152
C -0.722 -0.018 -1.600
O -1.746 0.868 -1.700
H 0.981 -0.116 2.026
H 1.816 -1.560 1.690
H 3.210 -0.671 1.110
H 1.835 0.452 -0.461
H 1.677 -1.311 -0.578
H -0.575 0.635 0.395
H -0.614 -1.112 0.296
H 0.125 0.275 -2.263
H -0.999 -1.060 -1.911
H -3.874 -0.413 -0.057
H -2.783 0.527 -0.577
O -3.228 0.218 0.308

***

Q:
18
Properties=species:S:1:pos:R:3 method="wB97M-V/def2-TZVPD" charge=-1 homo_lumo_gap_ev=7.69
C 1.487 -0.947 0.377
C 0.138 -1.707 0.452
C -1.170 -0.907 0.487
O -1.026 0.346 1.118
C 1.581 0.261 -0.610
O 1.078 1.405 -0.048
H 1.502 -0.469 1.325
H 2.353 -1.574 0.199
H 0.131 -2.361 1.353
H 0.126 -2.328 -0.468
H -2.101 -1.258 0.958
H -1.685 -0.816 -0.474
H 0.174 1.099 0.498
H 2.676 0.281 -0.870
H 1.275 0.092 -1.670
H -2.445 1.646 -0.875
H -1.086 1.077 -0.921
O -1.734 1.433 -1.563

***

R:
18
Properties=species:S:1:pos:R:3 method="wB97M-V/def2-TZVPD" charge=-1 homo_lumo_gap_ev=6.64
C -0.088 -2.205 0.379
O 0.586 -3.192 1.553
C 0.739 -0.945 0.258
C 0.044 0.310 -0.238
C 0.952 1.574 -0.248
O 0.289 2.733 -0.043
H -0.998 -1.949 0.922
H -0.524 -2.597 -0.583
H 0.025 -3.441 0.697
H 1.253 -0.760 1.205
H 1.714 -1.215 -0.226
H -0.812 0.408 0.460
H -0.491 0.360 -1.204
H 1.758 1.352 0.505
H 1.524 1.555 -1.219
H -2.434 3.072 -1.209
H -1.270 2.577 -0.430
O -2.267 2.364 -0.581

***

Going by the energies, Q is most stable and the next is 1.012 eV up.

***

P:
16
Properties=species:S:1:pos:R:3 method="wB97M-V/def2-TZVPD" homo_lumo_gap_ev=7.55
C 1.824 0.822 0.703
C 0.845 -0.198 -1.156
C -1.492 0.634 -0.220
N 1.270 -0.334 0.023
O -0.642 -1.312 1.232
O -3.039 -1.240 0.773
S -1.724 -0.970 0.308
H 2.627 1.377 0.081
H 0.894 1.410 0.900
H 2.248 0.559 1.652
H 0.339 -0.873 -1.787
H 0.959 0.899 -1.487
H -1.738 0.811 -1.311
H -1.768 1.267 0.534
H 0.871 -1.069 0.647
H -1.474 -1.782 -0.892

***

Q:
16
Properties=species:S:1:pos:R:3 method="wB97M-V/def2-TZVPD" smiles="O=CNCCS.O" homo_lumo_gap_ev=9.96
O 0.161 0.969 -3.246
C -0.566 0.501 -2.411
N -0.081 -0.015 -1.246
C -0.987 -0.602 -0.366
C -1.231 0.238 0.969
S -0.247 -0.597 2.209
H -1.664 0.599 -2.560
H 0.776 0.483 -0.972
H -2.028 -0.542 -0.832
H -0.661 -1.653 -0.146
H -0.935 1.279 0.952
H -2.280 0.217 1.321
H -1.054 -1.698 2.337
O 2.839 0.216 0.916
H 2.179 -0.341 1.333
H 2.874 1.009 1.429

***

R:
16
Properties=species:S:1:pos:R:3 method="wB97M-V/def2-TZVPD" homo_lumo_gap_ev="8.01 / 7.70"
C 1.216 0.928 -0.401
C 2.119 -1.435 -0.109
C -2.691 0.868 0.511
N 1.177 -0.364 0.178
O -2.250 0.131 -0.647
O 0.153 -0.699 0.884
S -1.546 -1.294 -0.316
H 1.485 1.662 0.413
H 1.834 0.972 -1.295
H 0.161 1.178 -0.824
H 1.855 -1.811 -1.044
H 3.164 -0.999 0.095
H 1.711 -2.209 0.559
H -3.632 1.295 0.138
H -1.926 1.667 0.534
H -2.831 0.111 1.324

***

Going by the energies, Q is most stable and the next is 4.173 eV up.